1.
Here is a structure of composition C3H4N2O from OMol25. Energies are from ωB97M-V with the def2-TZVPD basis set.

```
10
C3H4N2O ωB97M-V with the def2-TZVPD basis set
O -0.36 2.04 0.36
H -1.29 0.23 -1.70
C -0.18 0.92 -0.01
H -2.19 0.24 -0.14
H -1.04 -1.04 -0.47
C 1.22 -0.05 0.62
N 1.73 0.58 -0.30
C -1.23 0.03 -0.62
N 1.21 -1.28 1.04
H 2.14 -1.66 1.22
```

Calculated values
**Energy above the lowest of the compared OMol25 structures with the same formula, charge and spin**: 4.929 eV
**HOMO-LUMO gap (spin up / spin down)**: 0.2678 / 0.2680 hartree
**E**: -301.30611 Eh
**M**: 84.1 g mol⁻¹
**Strongest force on any atom**: 0.138 hartree/bohr

2.
Here is the molecule C22H33N3O from OMol25. Energies are from ωB97M-V with the def2-TZVPD basis set.

```
59
C22H33N3O ωB97M-V with the def2-TZVPD basis set
C 0.01 4.47 4.33
H -0.49 1.37 5.37
C -0.19 5.43 5.45
C -1.10 -5.38 -4.02
N -0.54 -0.69 0.48
C -0.91 -6.88 -3.84
C 0.51 1.41 0.98
H 1.78 -4.08 -2.58
H -1.16 -7.18 -2.83
H -1.17 -2.73 -4.85
H 0.77 5.82 5.80
C 1.13 2.52 0.38
O 1.33 -0.12 -0.65
C -0.35 3.16 4.22
H 0.36 6.96 3.07
C 0.48 0.15 0.19
C -0.25 -4.55 -3.03
H -0.92 -2.74 0.48
C 0.07 2.72 2.93
H -0.45 0.65 2.75
H -0.81 6.27 5.14
H 1.96 6.43 3.65
C 1.22 3.73 1.02
C 1.23 -4.49 -3.42
H -1.28 -0.37 1.08
H 0.98 -1.57 -5.24
N -0.72 -3.19 -2.82
H 1.00 -4.02 -5.52
H 1.55 2.39 -0.61
C 0.69 3.84 2.30
H 0.12 -7.17 -4.04
H 1.40 -1.75 -3.53
C 1.47 -3.59 -4.64
C -0.76 -1.92 -0.24
H 0.14 -2.11 -0.82
C 1.15 6.21 2.95
H 1.53 6.28 1.93
H -2.05 2.03 4.86
C -1.98 -3.06 -2.12
H -1.55 -7.43 -4.53
C -0.60 -2.35 -3.99
H -0.68 4.93 6.29
N 0.63 4.89 3.17
H -0.99 -1.36 -3.74
H -2.89 -1.78 -0.65
H 1.71 4.57 0.54
H -2.84 -2.97 -2.81
H -1.15 2.80 6.17
H -1.85 -0.92 -1.79
C 0.88 -2.21 -4.36
C -1.05 2.29 5.22
H -2.14 -3.95 -1.51
H -0.86 -5.11 -5.05
H -2.15 -5.14 -3.86
H 1.60 -5.49 -3.62
H 2.54 -3.51 -4.83
H -0.32 -5.05 -2.06
C -0.01 1.51 2.26
C -1.95 -1.83 -1.20
```

Calculated values
**SMILES string**: CC[C@H]1CCCCN1CCCNC(=O)c1ccc2c(c1)c(C)c(C)n2C
**Energy above the lowest of the compared OMol25 structures with the same formula, charge and spin**: 0.695 eV
**HOMO-LUMO gap**: 0.3098 hartree
**E**: -1097.65878 Eh
**M**: 355.5 g mol⁻¹
**Strongest force on any atom**: 0.012 hartree/bohr

3.
Here is the ion C33H62BN3O5P with charge -1 from OMol25. Energies are from ωB97M-V with the def2-TZVPD basis set.

```
105
C33H62BN3O5P ωB97M-V with the def2-TZVPD basis set
C 8.63 -9.39 2.75
C -3.29 3.96 2.91
C -0.95 -4.58 0.00
H -5.26 0.09 1.30
C -4.21 0.07 0.77
N -0.44 1.04 -2.14
O -2.35 2.93 -2.83
H 2.97 -7.88 -0.46
H 1.98 -6.65 2.26
H -4.41 1.82 -0.68
H -2.11 -2.76 -2.11
H 0.02 0.73 -1.27
H -4.17 6.50 -1.10
C 4.26 -7.11 1.32
C -1.02 5.42 3.20
C 7.56 -9.28 3.91
C -2.00 -2.30 -1.04
O 0.76 4.54 -6.03
H 2.50 3.34 -5.57
H -3.30 -2.62 0.85
C 0.60 -6.76 0.42
H -1.24 -5.13 -0.98
C 3.03 -7.97 0.68
H -2.15 7.58 -1.16
C 0.16 4.81 -0.96
H -1.48 6.69 0.31
H 1.53 5.86 -3.51
C -1.31 1.24 1.08
O -1.88 3.91 4.95
C -4.31 -0.98 -0.46
H -5.42 -1.35 -0.49
H -1.26 5.04 -6.71
H 4.05 -6.00 1.01
C -3.88 1.59 0.34
H 9.65 -9.89 2.88
C -0.59 0.60 1.99
H 0.14 3.55 -3.41
N -1.01 6.31 4.44
C 0.47 -5.16 0.56
H -3.90 4.88 3.30
H 4.13 -7.15 2.46
C -1.78 4.00 3.47
C -1.96 6.52 -0.72
C -0.78 -2.99 -0.22
P -2.14 1.53 -1.83
C 1.91 4.88 -3.05
C 5.72 -7.55 0.78
H -0.85 5.27 -4.88
H -2.44 3.13 5.20
C -3.42 -2.32 -0.27
H 3.06 4.78 -3.22
O -4.41 2.67 1.16
C -3.89 5.30 0.79
H 2.28 5.75 -0.93
C -0.84 5.85 -1.70
H 6.28 -6.68 0.24
H -1.59 6.01 2.40
H -0.14 6.11 4.98
C -2.29 1.94 0.02
H -1.11 3.14 3.13
H -0.60 -2.39 0.75
H -3.59 6.14 1.53
H 5.39 -8.29 3.79
H 1.37 -4.66 0.00
H 0.57 -4.84 1.67
H -5.06 5.33 0.75
N 6.58 -8.22 1.80
H -0.03 0.15 2.88
C 1.37 3.45 -5.30
H 0.18 -2.85 -0.86
H 1.70 2.57 -3.25
H -1.73 -4.72 0.84
C 1.25 3.55 -3.69
H 3.09 -9.09 0.94
H -1.33 5.39 -2.65
H 7.59 -9.65 4.99
H 0.86 -7.09 -0.65
C 7.96 -8.70 1.50
H -0.20 6.74 -2.11
H -3.45 4.82 -1.37
H -3.80 3.04 3.43
H 1.16 -8.29 1.99
H -1.08 3.52 -5.64
H -0.23 3.74 -1.20
C 1.68 -7.42 1.44
H -0.43 -7.21 0.67
H -4.11 -0.53 -1.50
B -3.44 3.79 1.28
H 5.52 -8.34 -0.06
O -2.30 3.32 0.47
H -2.16 2.66 -3.77
H 2.21 3.91 -1.05
C -0.68 4.60 -5.82
H 8.56 -8.62 0.53
C 1.69 4.88 -1.45
C -3.38 5.74 -0.69
C 6.36 -8.55 3.21
H -4.04 -3.19 -0.75
H -0.55 0.19 -2.73
H 0.08 4.92 0.19
H -0.87 7.28 4.08
H 0.90 2.43 -5.61
H -1.69 -1.21 -1.21
H -3.49 -0.38 1.55
H 0.08 5.19 2.92
```

Calculated values
**HOMO-LUMO gap**: 0.2346 hartree
**E**: -2200.86285 Eh
**Total charge**: -1
**M**: 622.7 g mol⁻¹
**Strongest force on any atom**: 0.131 hartree/bohr

4.
Here is the ion C5H9N4 with charge +1 from OMol25. Energies are from ωB97M-V with the def2-TZVPD basis set.

```
18
C5H9N4 ωB97M-V with the def2-TZVPD basis set
H -2.35 0.79 -1.38
H -3.35 -1.16 -0.01
H -1.54 -2.90 0.89
N 1.90 2.01 0.81
H -0.20 1.93 -0.60
N -0.12 -1.74 0.27
C -1.90 -0.13 -0.90
H 1.31 2.78 1.10
H 2.68 -0.25 1.00
N 1.98 -0.26 0.28
H 0.12 -0.70 -1.83
C -2.37 -1.18 -0.22
C -0.47 -0.07 -1.05
C -1.35 -1.96 0.38
H 2.77 1.90 1.39
C 1.34 0.87 0.28
H 1.33 -0.94 0.03
N 0.22 1.02 -0.43
```

Calculated values
**Energy above the lowest of the compared OMol25 structures with the same formula, charge and spin**: 3.560 eV
**HOMO-LUMO gap (spin up / spin down)**: 0.3299 / 0.3301 hartree
**E**: -414.60299 Eh
**Total charge**: +1
**M**: 125.2 g mol⁻¹
**Strongest force on any atom**: 0.105 hartree/bohr

5.
Here is a cluster of 2 separate species, C7H10N2O in total from OMol25. Energies are from ωB97M-V with the def2-TZVPD basis set.

```
20
C7H10N2O ωB97M-V with the def2-TZVPD basis set
C -2.33 -1.62 -0.18
H -0.71 1.46 -0.65
H -0.22 0.50 0.90
H -0.40 -2.46 2.32
C -1.45 -1.08 -1.10
C 1.42 1.49 -0.48
C 0.03 1.33 0.15
H 1.28 -1.54 0.92
H -0.05 2.15 0.96
H 3.28 2.64 -0.51
H -1.76 -0.81 -2.06
N 2.32 2.53 -0.08
H -3.41 -1.52 -0.33
C -0.70 -2.09 1.36
C -0.12 -1.02 -0.64
H 2.09 3.41 0.54
H 0.68 -0.56 -1.23
C 0.27 -1.59 0.55
O 1.78 0.90 -1.48
N -2.00 -2.12 1.03
```

Calculated values
**SMILES string**: c1ccncc1.CC(N)=O
**Energy above the lowest of the compared OMol25 structures with the same formula, charge and spin**: 2.213 eV
**HOMO-LUMO gap**: 0.3764 hartree
**E**: -457.42746 Eh
**M**: 138.2 g mol⁻¹
**Strongest force on any atom**: 0.080 hartree/bohr

6.
Here is a cluster of 10 separate species, C16H26Cl27NO in total from OMol25. Energies are from ωB97M-V with the def2-TZVPD basis set.

```
71
C16H26Cl27NO ωB97M-V with the def2-TZVPD basis set
Cl -2.90 -10.26 0.61
Cl 3.69 4.71 0.36
H -5.35 5.95 1.17
Cl -2.83 5.31 -3.70
H -1.95 -1.42 -0.24
H 1.94 -0.51 0.11
Cl 6.95 1.17 2.25
Cl -2.54 -7.41 4.88
Cl -4.68 3.71 1.33
C -4.96 5.33 1.97
H -1.71 -8.33 2.89
C -5.93 -5.30 -0.92
N -1.30 -0.80 0.26
H -4.02 3.29 -3.89
Cl 7.10 -0.04 -0.40
Cl -0.53 -2.21 -3.69
Cl -2.85 -6.42 2.16
C 2.17 0.53 0.43
Cl -3.44 6.05 2.53
H -1.94 -4.08 -3.76
H -2.47 2.23 0.98
H 2.86 2.02 -2.11
C 7.42 -0.26 1.33
H -1.27 0.07 -1.64
Cl -5.91 -4.48 -2.49
Cl -0.32 -4.68 -2.17
C 3.73 0.69 0.48
H 1.62 2.66 0.04
H 1.57 0.73 -2.46
H 4.22 0.60 -0.51
Cl -3.71 -10.92 -2.10
Cl -1.78 2.60 -3.83
C -1.81 -7.32 3.27
C 4.54 7.34 3.06
Cl -2.21 -8.48 -1.58
C -1.45 2.66 1.16
C -1.43 -3.55 -2.96
C 1.44 1.64 -0.39
H 1.80 0.62 1.49
H 4.13 -0.14 1.11
Cl -0.20 -6.59 3.35
H 4.04 1.63 1.00
H -1.42 3.05 2.21
C -3.15 3.61 -3.33
H -6.55 -4.72 -0.24
H -4.35 -9.07 -0.80
Cl -4.30 -5.40 -0.24
H 4.82 3.13 -0.97
C 1.81 1.68 -1.91
C -3.42 -9.61 -0.95
H -0.62 2.12 -0.97
H 1.15 2.46 -2.38
C -0.55 -0.06 -0.80
Cl -3.49 3.39 -1.61
H 0.30 -0.68 -1.17
H -0.63 -1.43 0.72
H 8.48 -0.41 1.46
Cl -2.65 -2.97 -1.81
Cl 5.62 6.22 3.88
C -0.12 1.38 -0.30
Cl 3.74 4.50 -2.54
Cl -6.64 -6.91 -1.08
Cl 6.20 5.03 -1.08
H -1.24 3.53 0.49
Cl 6.58 -1.70 1.94
Cl 5.42 8.75 2.48
H 4.10 6.83 2.21
O -0.51 1.60 1.06
Cl 3.22 7.84 4.14
Cl -6.15 5.29 3.28
C 4.64 4.20 -1.05
```

Calculated values
**SMILES string**: CC[C@@H](C)[C@@H](CN)OC.ClC(Cl)Cl.ClC(Cl)Cl.ClC(Cl)Cl.ClC(Cl)Cl.ClC(Cl)Cl.ClC(Cl)Cl.ClC(Cl)Cl.ClC(Cl)Cl.ClC(Cl)Cl
**HOMO-LUMO gap**: 0.3398 hartree
**E**: -13180.32647 Eh
**M**: 1205.6 g mol⁻¹
**Strongest force on any atom**: 0.029 hartree/bohr

7.
Here is a structure of composition C3HLiO4Tb from OMol25. Energies are from ωB97M-V with the def2-TZVPD basis set.

```
10
C3HLiO4Tb ωB97M-V with the def2-TZVPD basis set
O 0.22 -0.94 -0.08
H 3.16 -0.83 0.34
O -3.15 -0.64 0.08
Li -5.29 -1.27 -0.08
C -0.74 -0.02 0.07
C -2.02 -0.46 0.08
O 1.71 0.74 0.04
C 1.48 -0.44 -0.26
O 2.35 -1.34 -0.03
Tb 0.21 2.35 0.17
```

Calculated values
**Multiplicity**: 8
**HOMO-LUMO gap (spin up / spin down)**: 0.3075 / 0.2573 hartree
**E**: -1245.92387 Eh
**Total charge**: +4
**M**: 266.9 g mol⁻¹
**Strongest force on any atom**: 0.115 hartree/bohr

8.
Here is the molecule C19H18N4O4S2 from OMol25. Energies are from ωB97M-V with the def2-TZVPD basis set.

```
47
C19H18N4O4S2 ωB97M-V with the def2-TZVPD basis set
H -1.42 2.35 -1.59
C -1.69 -1.34 2.28
N 2.58 -1.33 0.84
H -3.79 0.14 0.95
H 6.32 3.48 0.45
H -3.88 1.92 1.09
H -2.48 3.26 -0.47
C -4.87 1.11 -0.66
C -1.30 -0.82 1.06
C 3.10 -0.68 -0.14
N 0.89 -3.43 -1.37
C 4.57 1.06 -1.11
C -1.70 -2.71 2.45
C 1.69 -2.50 -0.78
N 1.81 -2.34 0.50
C -0.33 -3.87 -0.88
C -0.87 -3.01 0.21
H -2.02 -3.14 3.39
O -1.39 1.67 1.99
O -4.79 2.26 -1.47
H -0.63 -1.16 -0.91
H 3.77 0.48 2.12
H -3.41 1.47 -2.78
S 2.62 -1.34 -1.71
H 4.37 0.67 -2.10
O -0.88 -4.83 -1.35
C -3.54 2.34 -2.11
C 4.24 0.96 1.27
H 5.27 2.43 2.42
H -1.95 -0.66 3.08
H -4.79 0.21 -1.29
H 1.22 -3.89 -2.22
H -5.85 1.14 -0.19
C 5.41 2.14 -0.95
C -1.29 -3.54 1.42
N -2.49 1.16 -0.29
C 5.08 2.04 1.43
C -2.40 2.36 -1.10
C 3.98 0.46 0.00
O 0.01 1.19 0.01
C -3.76 1.08 0.39
C -0.92 -1.63 0.02
S -1.18 0.94 0.76
C 5.67 2.64 0.32
H 5.87 2.60 -1.81
H -3.55 3.26 -2.70
H -1.27 -4.62 1.55
```

Calculated values
**SMILES string**: O=C(Nc1nnc(-c2ccccc2)s1)c1cccc(S(=O)(=O)N2CCOCC2)c1
**Energy above the lowest of the compared OMol25 structures with the same formula, charge and spin**: 0.000 eV
**HOMO-LUMO gap**: 0.3135 hartree
**E**: -2051.16656 Eh
**M**: 430.5 g mol⁻¹
**Strongest force on any atom**: 0.032 hartree/bohr